[1]
Molecular formula: C19H20LiN3OS
Method: DFT, wB97M-V/def2-TZVPD

Computed properties:
Largest force on an atom in eV/Å: 0.7
Kohn-Sham gap in eV: 7.410
E_HOMO in Eh: -0.27121

ORCA input file:
```
! RIJCOSX wB97M-V def2-TZVPD def2/J DEFGRID3
* xyz 0 1
Li 2.0007 -0.8891 -0.6023
S 4.7997 1.8472 -2.3860
C 3.7043 1.6132 -3.6748
C 2.6861 0.7678 -3.3450
C 2.7276 0.2520 -2.0138
C 3.8327 0.7592 -1.3734
C 4.2349 0.4756 -0.0090
C 5.3832 1.0240 0.5869
C 5.6979 0.7046 1.8885
C 4.8718 -0.1597 2.6010
C 3.7618 -0.6599 1.9515
N 3.4414 -0.3634 0.6936
H 3.8715 2.1146 -4.6174
H 1.9102 0.5203 -4.0601
H 6.0092 1.6930 0.0127
H 6.5821 1.1238 2.3526
H 5.0860 -0.4330 3.6243
H 3.0834 -1.3363 2.4625
C -1.7871 1.8569 1.3166
C -2.5602 1.3762 0.0886
N -3.5685 0.3779 0.4167
C -4.8994 0.9099 0.7251
C -5.7432 1.0831 -0.5330
C -3.4316 -0.9732 0.4172
O -4.4037 -1.6994 0.5994
C -2.0981 -1.6504 0.1536
C -2.1803 -3.0373 -0.0119
C -1.0455 -3.7882 -0.2456
C 0.1716 -3.1313 -0.3072
N 0.2771 -1.8165 -0.1405
C -0.8250 -1.0967 0.0823
H -1.0457 2.6059 1.0351
H -1.2783 1.0302 1.8112
H -2.4734 2.3036 2.0366
H -1.8981 0.9997 -0.6884
H -3.0856 2.2250 -0.3496
H -4.7696 1.8626 1.2420
H -5.3883 0.2133 1.3986
H -5.2593 1.7545 -1.2443
H -6.7218 1.4918 -0.2802
H -5.8844 0.1131 -1.0086
H -3.1570 -3.4939 0.0488
H -1.1021 -4.8594 -0.3763
H 1.0968 -3.6663 -0.4907
H -0.6237 -0.0450 0.2129
*
```

[2]
Molecular formula: C19H20N2O3
Method: DFT, wB97M-V/def2-TZVPD

Computed properties:
Largest force on an atom in eV/Å: 1.0
Kohn-Sham gap in eV: 8.314
E_HOMO in Eh: -0.28513
Energy relative to the best compared isomer or geometry (same formula, charge and spin) in eV: 3.046
SMILES string: COc1ccc(OCC(=O)N/N=C2\CCCc3ccccc32)cc1

ORCA input file:
```
! RIJCOSX wB97M-V def2-TZVPD def2/J DEFGRID3
* xyz 0 1
C 6.7310 2.4843 2.0667
H 6.0951 2.5794 2.9533
O 5.9683 2.3387 0.8956
C 5.1348 1.2591 0.7958
C 4.9910 0.2682 1.7603
C 4.1192 -0.7822 1.5452
C 3.3732 -0.8698 0.3747
C 3.5101 0.1244 -0.5864
C 4.3823 1.1728 -0.3725
H 4.4910 1.9512 -1.1109
H 2.9254 0.1145 -1.4917
O 2.5763 -1.9825 0.2734
C 1.7824 -2.1783 -0.8660
C 0.5096 -1.3147 -0.8455
O 0.4958 -0.1627 -0.4723
N -0.5790 -1.9899 -1.3039
N -1.8325 -1.4822 -1.5558
C -2.4782 -0.8048 -0.6833
C -3.7811 -0.2869 -1.1080
C -4.3015 -0.6394 -2.3554
C -5.5193 -0.1498 -2.7782
C -6.2388 0.7085 -1.9605
C -5.7332 1.0635 -0.7235
C -4.5116 0.5754 -0.2817
C -3.9755 0.9586 1.0650
C -3.1807 -0.2025 1.6483
C -2.0221 -0.5334 0.7178
H -1.4688 -1.4055 1.0817
H -1.3099 0.2986 0.6959
H -2.7970 0.0544 2.6372
H -3.8343 -1.0727 1.7530
H -4.7958 1.2420 1.7274
H -3.3183 1.8280 0.9578
H -6.2953 1.7298 -0.0842
H -7.1929 1.0967 -2.2852
H -5.9111 -0.4330 -3.7439
H -3.7251 -1.3050 -2.9775
H -0.4239 -2.8368 -1.8364
H 1.5199 -3.2404 -0.8482
H 2.3428 -1.9666 -1.7881
H 4.0038 -1.5561 2.2876
H 5.5490 0.2987 2.6827
H 7.4228 1.6463 2.2051
H 7.3022 3.4022 1.9349
*
```

[3]
Molecular formula: C19H20N2O3S
Method: DFT, wB97M-V/def2-TZVPD

Computed properties:
Largest force on an atom in eV/Å: 20.0
Kohn-Sham gap in eV: 8.733
E_HOMO in Eh: -0.30961
Energy relative to the best compared isomer or geometry (same formula, charge and spin) in eV: 16.038
SMILES string: C[C@@H]1Cc2ccccc2N1S(=O)(=O)c1cccc(C(=O)NC2CC2)c1

ORCA input file:
```
! RIJCOSX wB97M-V def2-TZVPD def2/J DEFGRID3
* xyz 0 1
C -3.8304 -1.6359 -1.5409
H -4.4645 -0.8573 -1.5018
C -2.3283 -0.9642 -1.4542
N -2.3175 -0.5446 -0.0958
C -1.2937 -1.2844 0.4518
C -0.9266 -0.9221 1.9362
C 0.1402 -1.6700 2.5155
C 0.8364 -2.4732 1.4386
C 0.3435 -2.7379 0.1809
C -0.6483 -2.1064 -0.2099
C -1.4260 -1.9154 -1.5196
H -1.8947 -3.0075 -1.8242
H -0.6496 -2.0749 -2.4633
H 0.9000 -3.4224 -0.3001
H 1.6975 -3.0527 1.8182
H 0.5275 -1.3801 3.4707
H -1.3396 -0.2642 2.5457
S -2.9587 0.9640 0.3699
O -3.2564 1.1485 1.5866
O -3.8818 1.4241 -0.6199
C -1.5264 2.0900 0.1010
C -0.3678 1.7371 -0.0783
C 0.8425 2.6111 -0.1313
C 0.6088 3.8661 0.3902
C -0.5773 4.4372 0.3729
C -1.5695 3.4186 0.6161
H -2.6196 3.5191 0.9603
H -0.6679 5.4525 0.8977
H 1.4492 4.4366 0.3283
C 2.2567 1.9887 -0.4832
O 3.0456 2.8503 -1.1604
N 2.4439 0.7243 -0.3124
C 3.7712 0.1641 -0.3704
C 4.2496 -0.9384 0.6297
C 3.7584 -1.4135 -0.6627
H 4.5607 -1.5088 -1.3370
H 2.8845 -1.8817 -0.8479
H 5.3292 -0.7846 1.1220
H 3.6406 -0.9501 1.5378
H 4.3011 0.9192 -0.8134
H 1.8715 0.1514 0.5015
H -0.2777 0.7114 -0.3743
H -2.4401 -0.2758 -2.1080
H -4.0228 -2.1933 -2.5990
H -4.1732 -2.3550 -0.9633
*
```